Arrangement w

Computed, not measured: a cluster of 2 separate species, C7H16O2 in total, with ωB97M-V/def2-TZVPD.

```
! RIJCOSX wB97M-V def2-TZVPD def2/J DEFGRID3
* xyz 0 1
O 0.869 0.340 -1.345
O 1.069 2.042 0.199
C 0.738 -1.689 0.610
C 2.900 0.594 -0.044
C 1.375 0.691 -0.072
C 0.701 -0.229 0.955
C -2.401 -0.120 0.265
C -2.334 1.017 -0.714
C -2.297 -1.406 -0.109
H -2.638 -2.198 0.540
H -2.834 0.118 1.231
H 1.714 -2.056 0.315
H -0.414 0.046 0.943
H 0.106 2.133 0.235
H -2.122 1.961 -0.212
H 1.123 -0.026 1.940
H 3.322 1.324 -0.734
H 3.212 -0.402 -0.344
H -1.563 0.823 -1.459
H 0.358 -2.303 1.423
H -3.289 1.133 -1.231
H -0.055 -1.826 -0.206
H 3.266 0.812 0.955
H 1.304 0.896 -2.002
H -2.112 -1.674 -1.140
*
```

The HOMO energy comes out at -9.40 eV. As for the SMILES: CCC(C)(O)O.C=CC. The value obtained for the HOMO-LUMO gap is 0.3777 Eh. For the molecular weight, the calculation gives 132.20 g mol⁻¹. Its LUMO energy is 0.878 eV.

Results of the Löwdin charge analysis, in e, for atoms 1 through 5: O 0.00; O 0.01; C -0.10; C 0.00; C -0.66

---

Arrangement x

Computed, not measured: a cluster of 2 separate species, C7H16O2 in total, with ωB97M-V/def2-TZVPD.

```
! RIJCOSX wB97M-V def2-TZVPD def2/J DEFGRID3
* xyz 0 1
O 2.436 -1.087 0.619
O 0.172 1.193 -0.480
C -0.755 0.620 -1.413
C -2.415 -0.041 0.217
C 3.837 -0.921 0.526
C -2.733 1.403 -0.260
C -1.903 1.610 -1.543
C 2.041 -1.224 1.970
C -1.442 -0.614 -0.832
H 0.852 0.516 -0.282
H 2.505 -2.106 2.441
H -3.813 1.548 -0.450
H -2.494 1.349 -2.442
H -0.249 0.419 -2.379
H -1.536 2.646 -1.670
H 4.377 -1.791 0.936
H 4.093 -0.819 -0.542
H 2.302 -0.331 2.562
H 0.946 -1.350 1.988
H -0.721 -1.341 -0.409
H 4.175 -0.015 1.057
H -2.426 2.135 0.512
H -1.995 -1.123 -1.645
H -1.928 -0.014 1.211
H -3.326 -0.663 0.305
*
```

The HOMO energy comes out at -9.93 eV. As for the SMILES: OC1CCCC1.COC. The value obtained for the HOMO-LUMO gap is 0.3985 Eh. For the molecular weight, the calculation gives 132.20 g mol⁻¹. Its LUMO energy is 0.917 eV.

Results of the Löwdin charge analysis, in e, for atoms 1 through 5: O -0.26; O -0.04; C -0.40; C -0.18; C -0.13

---

Sorted by energy, starting with the most stable: arrangement x, arrangement w.